1.
The following is a DFT calculation (ωB97M-V/def2-TZVPD) of C7H7OP as an isolated structure.

Output
Relative energy (zero: lowest compared OMol25 entry of this formula, charge and spin) = 71.5 kcal/mol
Kohn-Sham gap = 0.299 Ha
HOMO energy = -7.5 eV
Spin multiplicity = 1
Maximum force = 5.09 eV/Å

Element x y z (Å)
C (1.238, 0.887, -1.237)
C (-0.057, 0.955, -1.947)
C (1.533, 0.236, -0.067)
C (-1.882, -0.701, -0.832)
C (-0.921, 0.068, -1.496)
C (0.569, -0.681, 0.531)
C (-0.620, -0.756, -0.350)
O (-1.688, -1.103, 2.051)
P (-0.526, -0.248, 1.935)
H (2.113, 1.319, -1.635)
H (-0.223, 1.755, -2.749)
H (2.340, 0.340, 0.599)
H (-2.770, -1.069, -0.586)
H (0.466, -0.568, 2.907)
H (-0.619, 1.073, 2.037)
H (1.047, -1.507, 0.839)

For each atom in turn, the Löwdin charge in e is: atom 1 (C): -0.07, atom 2 (C): -0.10, atom 3 (C): -0.11, atom 4 (C): 0.14, atom 5 (C): -0.17, atom 6 (C): -0.35, atom 7 (C): -0.13, atom 8 (O): -0.38, atom 9 (P): 0.70, atom 10 (H): 0.08, atom 11 (H): 0.11, atom 12 (H): 0.09, atom 13 (H): 0.06, atom 14 (H): 0.02, atom 15 (H): 0.01, atom 16 (H): 0.08

---

2.
The following is a DFT calculation (ωB97M-V/def2-TZVPD) of an isolated ion of composition C3H6N3O2 and charge +1.

Output
Relative energy (zero: lowest compared OMol25 entry of this formula, charge and spin) = 143.1 kcal/mol
Kohn-Sham gap = 0.278 Ha
HOMO energy = -14.6 eV
Spin multiplicity = 1
Maximum force = 5.68 eV/Å
Total charge = +1

Element x y z (Å)
C (0.212, -1.060, -0.271)
C (-0.846, -0.337, 0.418)
C (-2.015, 0.128, -0.322)
N (1.535, -0.653, -0.113)
N (1.859, 0.627, 0.273)
N (0.981, 1.464, 0.737)
O (-0.235, -2.029, -0.874)
O (1.329, 2.603, 1.041)
H (-1.041, -0.566, 1.534)
H (-2.151, -0.852, -1.002)
H (-1.696, 0.801, -1.043)
H (-2.954, 0.262, 0.140)
H (2.198, -1.160, -0.561)
H (2.824, 0.772, 0.040)

For each atom in turn, the Löwdin charge in e is: atom 1 (C): -0.43, atom 2 (C): 0.15, atom 3 (C): 0.02, atom 4 (N): 0.16, atom 5 (N): 0.04, atom 6 (N): -0.06, atom 7 (O): 0.16, atom 8 (O): 0.05, atom 9 (H): 0.19, atom 10 (H): 0.20, atom 11 (H): 0.09, atom 12 (H): 0.10, atom 13 (H): 0.14, atom 14 (H): 0.19

---

3.
The following is a DFT calculation (ωB97M-V/def2-TZVPD) of a 9-piece molecular cluster, C36H53NO24 overall.

Output
Kohn-Sham gap (alpha / beta) = 0.336 / 0.179 Ha
HOMO energy (alpha / beta) = -12.0 / -12.0 eV
Spin multiplicity = 2
Maximum force = 4.18 eV/Å
Expectation value of S² = 0.761
Total charge = +1

Element x y z (Å)
C (-4.741, -19.965, -8.331)
C (-5.298, -18.579, -8.490)
C (-5.839, -18.143, -9.886)
O (-7.110, -17.620, -9.568)
C (-7.446, -17.879, -8.229)
O (-8.532, -17.797, -7.657)
O (-6.412, -18.445, -7.636)
H (-3.821, -20.028, -8.911)
H (-5.430, -20.744, -8.658)
H (-4.502, -20.156, -7.285)
H (-4.574, -17.820, -8.195)
H (-5.817, -19.040, -10.504)
H (-5.208, -17.339, -10.263)
C (-3.108, -23.804, -4.473)
C (-1.594, -23.336, -4.079)
C (-1.441, -22.161, -3.049)
O (-0.585, -22.873, -2.112)
C (-0.264, -24.140, -2.427)
O (0.577, -24.817, -1.851)
O (-0.942, -24.502, -3.441)
H (-3.772, -22.972, -4.706)
H (-3.551, -24.419, -3.690)
H (-3.156, -24.436, -5.360)
H (-0.998, -23.024, -4.936)
H (-2.409, -21.823, -2.678)
H (-0.967, -21.232, -3.366)
C (-4.799, -25.530, -11.639)
C (-5.345, -24.860, -10.362)
C (-5.512, -25.830, -9.208)
O (-4.901, -25.197, -8.137)
C (-4.458, -23.960, -8.478)
O (-3.980, -23.133, -7.708)
O (-4.520, -23.816, -9.844)
H (-3.795, -25.946, -11.554)
H (-4.907, -24.740, -12.382)
H (-5.470, -26.293, -12.032)
H (-6.302, -24.344, -10.442)
H (-5.164, -26.824, -9.491)
H (-6.552, -25.972, -8.913)
C (4.619, -16.085, -12.762)
C (3.277, -16.643, -12.341)
C (3.105, -18.168, -12.255)
O (2.347, -18.283, -11.099)
C (2.403, -17.178, -10.380)
O (1.876, -17.049, -9.249)
O (3.200, -16.319, -10.982)
H (4.732, -16.039, -13.845)
H (5.566, -16.507, -12.422)
H (4.594, -15.049, -12.424)
H (2.465, -16.217, -12.930)
H (4.097, -18.580, -12.072)
H (2.705, -18.699, -13.119)
C (-0.423, -19.943, -12.203)
C (-0.814, -19.427, -13.599)
C (-2.092, -18.594, -13.642)
O (-1.647, -17.250, -13.714)
C (-0.343, -17.208, -14.076)
O (0.211, -16.184, -14.406)
O (0.206, -18.487, -13.970)
H (-0.824, -20.921, -11.935)
H (-0.738, -19.309, -11.375)
H (0.657, -20.087, -12.153)
H (-0.818, -20.225, -14.341)
H (-2.729, -18.585, -12.758)
H (-2.647, -18.827, -14.551)
C (1.680, -22.075, -5.521)
C (2.867, -21.092, -5.553)
C (3.570, -20.889, -6.870)
O (3.564, -19.501, -7.036)
C (2.917, -18.869, -6.107)
O (2.662, -17.679, -6.109)
O (2.381, -19.797, -5.237)
H (0.945, -21.872, -6.299)
H (1.174, -22.013, -4.557)
H (2.041, -23.103, -5.577)
H (3.647, -21.357, -4.839)
H (2.966, -21.321, -7.668)
H (4.624, -21.169, -6.872)
C (-7.531, -18.083, -4.406)
C (-6.588, -18.926, -3.581)
C (-6.862, -20.409, -3.760)
O (-5.587, -21.065, -3.815)
C (-4.665, -20.079, -3.998)
O (-3.458, -20.252, -4.035)
O (-5.212, -18.882, -4.029)
H (-8.280, -17.565, -3.807)
H (-8.074, -18.649, -5.162)
H (-7.064, -17.320, -5.028)
H (-6.483, -18.708, -2.518)
H (-7.576, -20.564, -4.569)
H (-7.343, -20.650, -2.812)
C (0.272, -16.630, -3.802)
C (-0.472, -16.798, -2.454)
C (-0.396, -18.132, -1.829)
O (0.180, -17.850, -0.534)
C (0.392, -16.572, -0.365)
O (0.839, -16.053, 0.655)
O (0.146, -15.927, -1.556)
H (0.018, -15.692, -4.295)
H (0.088, -17.498, -4.435)
H (1.341, -16.442, -3.710)
H (-1.531, -16.550, -2.525)
H (0.287, -18.818, -2.328)
H (-1.294, -18.672, -1.528)
N (-0.117, -19.085, -8.162)
C (-0.385, -20.300, -8.735)
C (-1.181, -21.063, -7.959)
C (-1.554, -20.276, -6.845)
C (-0.898, -19.047, -7.007)
H (0.355, -18.288, -8.565)
H (0.051, -20.487, -9.705)
H (-1.484, -22.086, -8.128)
H (-2.262, -20.632, -6.110)
H (-0.877, -18.161, -6.390)

Atom charges from the Löwdin analysis, given in e for atoms 1 to 99: atom 1 (C): -0.02, atom 2 (C): -0.32, atom 3 (C): -0.09, atom 4 (O): 0.06, atom 5 (C): -0.48, atom 6 (O): 0.13, atom 7 (O): 0.07, atom 8 (H): 0.08, atom 9 (H): 0.10, atom 10 (H): 0.08, atom 11 (H): 0.15, atom 12 (H): 0.13, atom 13 (H): 0.13, atom 14 (C): 0.01, atom 15 (C): -0.19, atom 16 (C): -0.07, atom 17 (O): 0.05, atom 18 (C): -0.63, atom 19 (O): 0.13, atom 20 (O): 0.10, atom 21 (H): 0.05, atom 22 (H): 0.09, atom 23 (H): 0.06, atom 24 (H): 0.11, atom 25 (H): 0.11, atom 26 (H): 0.11, atom 27 (C): -0.01, atom 28 (C): -0.31, atom 29 (C): -0.12, atom 30 (O): 0.08, atom 31 (C): -0.48, atom 32 (O): 0.10, atom 33 (O): 0.07, atom 34 (H): 0.10, atom 35 (H): 0.08, atom 36 (H): 0.09, atom 37 (H): 0.16, atom 38 (H): 0.14, atom 39 (H): 0.14, atom 40 (C): -0.01, atom 41 (C): -0.30, atom 42 (C): -0.09, atom 43 (O): 0.06, atom 44 (C): -0.51, atom 45 (O): 0.09, atom 46 (O): 0.12, atom 47 (H): 0.09, atom 48 (H): 0.09, atom 49 (H): 0.09, atom 50 (H): 0.15, atom 51 (H): 0.14, atom 52 (H): 0.13, atom 53 (C): -0.03, atom 54 (C): -0.28, atom 55 (C): -0.09, atom 56 (O): 0.06, atom 57 (C): -0.49, atom 58 (O): 0.16, atom 59 (O): 0.04, atom 60 (H): 0.08, atom 61 (H): 0.07, atom 62 (H): 0.08, atom 63 (H): 0.16, atom 64 (H): 0.13, atom 65 (H): 0.14, atom 66 (C): 0.01, atom 67 (C): -0.31, atom 68 (C): -0.09, atom 69 (O): 0.09, atom 70 (C): -0.55, atom 71 (O): 0.14, atom 72 (O): 0.06, atom 73 (H): 0.06, atom 74 (H): 0.08, atom 75 (H): 0.10, atom 76 (H): 0.16, atom 77 (H): 0.13, atom 78 (H): 0.15, atom 79 (C): -0.01, atom 80 (C): -0.27, atom 81 (C): -0.09, atom 82 (O): 0.08, atom 83 (C): -0.55, atom 84 (O): 0.08, atom 85 (O): 0.10, atom 86 (H): 0.10, atom 87 (H): 0.07, atom 88 (H): 0.09, atom 89 (H): 0.16, atom 90 (H): 0.13, atom 91 (H): 0.14, atom 92 (C): 0.00, atom 93 (C): -0.34, atom 94 (C): -0.07, atom 95 (O): 0.09, atom 96 (C): -0.53, atom 97 (O): 0.13, atom 98 (O): 0.08, atom 99 (H): 0.09

---

4.
The following is a DFT calculation (ωB97M-V/def2-TZVPD) of C30H30BrGeN4O3Tl as an isolated structure.

Output
Relative energy (zero: lowest compared OMol25 entry of this formula, charge and spin) = 11.2 kcal/mol
Kohn-Sham gap = 0.131 Ha
HOMO energy = 0.2 eV
Spin multiplicity = 1
Maximum force = 3.56 eV/Å
Total charge = -2

Element x y z (Å)
Tl (-17.837, -12.226, 5.564)
O (-14.619, -6.975, 5.402)
C (-15.141, -6.919, 6.619)
C (-15.073, -5.703, 7.411)
C (-15.797, -5.654, 8.545)
C (-16.479, -6.794, 9.121)
C (-16.210, -7.969, 8.540)
C (-15.670, -8.087, 7.229)
C (-15.856, -9.334, 6.453)
O (-16.725, -10.176, 6.799)
N (-15.027, -9.423, 5.383)
N (-15.236, -10.508, 4.641)
C (-14.366, -10.895, 3.726)
C (-14.527, -12.101, 2.908)
C (-13.391, -12.439, 2.163)
C (-13.530, -13.386, 1.186)
C (-14.721, -14.199, 1.024)
C (-15.827, -13.867, 1.761)
C (-15.839, -12.788, 2.689)
O (-16.891, -12.432, 3.254)
H (-14.541, -7.990, 5.121)
H (-14.602, -4.769, 7.091)
H (-15.781, -4.732, 9.118)
H (-16.999, -6.709, 10.097)
H (-16.501, -8.854, 9.062)
H (-13.386, -10.468, 3.561)
H (-12.439, -11.921, 2.375)
H (-12.673, -13.637, 0.578)
H (-14.718, -15.002, 0.267)
H (-16.747, -14.302, 1.501)
Br (-12.651, -12.173, 11.751)
C (-14.324, -12.362, 10.968)
C (-14.573, -11.774, 9.680)
C (-15.612, -12.247, 8.885)
C (-16.608, -13.053, 9.475)
C (-16.493, -13.434, 10.831)
C (-15.336, -13.127, 11.560)
N (-17.546, -13.550, 8.613)
C (-18.467, -14.425, 8.862)
C (-19.381, -14.968, 7.894)
C (-20.763, -15.059, 8.182)
C (-21.684, -15.600, 7.220)
C (-21.079, -16.132, 6.050)
C (-19.768, -15.764, 5.736)
N (-18.960, -15.232, 6.617)
H (-13.844, -11.013, 9.453)
H (-15.643, -12.006, 7.836)
H (-17.285, -14.050, 11.305)
H (-15.165, -13.484, 12.585)
H (-18.679, -14.760, 9.855)
H (-21.145, -14.653, 9.143)
H (-22.780, -15.633, 7.336)
H (-21.683, -16.708, 5.334)
H (-19.359, -16.110, 4.771)
C (-19.807, -8.433, 6.120)
Ge (-20.709, -10.139, 6.396)
C (-22.694, -10.036, 6.386)
C (-20.262, -10.734, 8.232)
C (-20.067, -11.593, 5.150)
H (-20.178, -7.586, 6.695)
H (-19.975, -8.168, 5.013)
H (-18.679, -8.481, 6.248)
H (-22.954, -9.093, 6.942)
H (-23.221, -10.936, 6.817)
H (-23.067, -9.883, 5.343)
H (-19.615, -10.042, 8.737)
H (-19.825, -11.735, 8.101)
H (-21.275, -10.847, 8.752)
H (-19.965, -11.219, 4.110)
H (-20.622, -12.618, 5.239)

For each atom in turn, the Löwdin charge in e is: atom 1 (Tl): 0.80, atom 2 (O): 0.00, atom 3 (C): -0.28, atom 4 (C): -0.05, atom 5 (C): -0.14, atom 6 (C): -0.12, atom 7 (C): -0.07, atom 8 (C): -0.07, atom 9 (C): -0.47, atom 10 (O): -0.20, atom 11 (N): -0.02, atom 12 (N): 0.00, atom 13 (C): -0.10, atom 14 (C): -0.15, atom 15 (C): -0.13, atom 16 (C): -0.18, atom 17 (C): -0.13, atom 18 (C): -0.07, atom 19 (C): -0.42, atom 20 (O): -0.24, atom 21 (H): 0.08, atom 22 (H): 0.10, atom 23 (H): 0.08, atom 24 (H): 0.09, atom 25 (H): 0.10, atom 26 (H): 0.08, atom 27 (H): 0.10, atom 28 (H): 0.05, atom 29 (H): 0.08, atom 30 (H): 0.08, atom 31 (Br): 0.72, atom 32 (C): -0.74, atom 33 (C): -0.09, atom 34 (C): 0.02, atom 35 (C): -0.27, atom 36 (C): -0.03, atom 37 (C): -0.15, atom 38 (N): 0.11, atom 39 (C): -0.11, atom 40 (C): -0.27, atom 41 (C): -0.03, atom 42 (C): -0.06, atom 43 (C): -0.09, atom 44 (C): -0.17, atom 45 (N): 0.10, atom 46 (H): 0.09, atom 47 (H): 0.08, atom 48 (H): 0.10, atom 49 (H): 0.09, atom 50 (H): 0.09, atom 51 (H): 0.11, atom 52 (H): 0.10, atom 53 (H): 0.09, atom 54 (H): 0.12, atom 55 (C): -0.24, atom 56 (Ge): 0.68, atom 57 (C): -0.29, atom 58 (C): -0.23, atom 59 (C): -0.51, atom 60 (H): 0.00, atom 61 (H): 0.03, atom 62 (H): 0.03, atom 63 (H): 0.00, atom 64 (H): 0.01, atom 65 (H): 0.00, atom 66 (H): -0.01, atom 67 (H): -0.02, atom 68 (H): 0.02, atom 69 (H): -0.07, atom 70 (H): -0.04

---

Q: Among the records above, which one has the highest spin multiplicity?
A: C36H53NO24